Record 1
Density functional theory data (ωB97M-V/def2-TZVPD) for C138H100O22Zr as an isolated structure in a non-equilibrium geometry.

Element x y z (Å)
1 Zr 0.05 0.07 -4.29
2 C -1.10 4.24 -4.45
3 C -1.56 2.81 -4.41
4 C -2.82 2.75 -5.37
5 O -0.64 1.86 -4.91
6 H -1.89 4.94 -4.17
7 H -0.72 4.44 -5.44
8 H -0.26 4.42 -3.80
9 H -1.97 2.50 -3.41
10 H -2.58 2.97 -6.42
11 H -3.64 3.37 -4.99
12 H -3.05 1.69 -5.22
13 C 0.80 -2.90 -2.65
14 C 2.03 -2.09 -3.06
15 C 3.18 -2.90 -3.68
16 O 1.64 -1.17 -3.96
17 H 1.11 -3.10 -1.62
18 H 0.67 -3.86 -3.19
19 H -0.11 -2.32 -2.58
20 H 2.40 -1.65 -2.18
21 H 4.05 -2.22 -3.83
22 H 2.82 -3.35 -4.57
23 H 3.35 -3.63 -2.90
24 C -2.69 -0.96 -6.73
25 C -2.06 -1.90 -5.76
26 C -1.33 -3.18 -6.39
27 O -1.11 -1.25 -4.98
28 H -3.48 -1.53 -7.28
29 H -1.99 -0.59 -7.56
30 H -3.12 -0.14 -6.22
31 H -2.84 -2.26 -5.07
32 H -1.19 -3.92 -5.57
33 H -0.29 -2.94 -6.67
34 H -1.82 -3.66 -7.17
35 C -2.59 0.92 -1.19
36 C -1.16 0.56 -1.23
37 C -0.81 -0.58 -0.30
38 O -0.65 0.24 -2.47
39 H -2.94 0.94 -0.16
40 H -3.26 0.22 -1.73
41 H -2.73 1.97 -1.56
42 H -0.53 1.44 -0.89
43 H 0.26 -0.62 -0.06
44 H -1.08 -1.54 -0.77
45 H -1.36 -0.46 0.68
46 C 5.12 -3.27 7.19
47 C 3.90 -3.29 7.89
48 C 2.92 -2.50 7.36
49 C 3.06 -1.75 6.17
50 C 4.33 -1.74 5.51
51 C 5.32 -2.52 6.04
52 C 4.61 -0.98 4.28
53 O 5.71 -1.09 3.72
54 C 3.44 -0.26 3.69
55 C 3.52 0.19 2.38
56 C 2.37 0.65 1.76
57 C 1.24 0.85 2.57
58 C 1.17 0.55 3.93
59 C 2.26 -0.10 4.44
60 C 2.04 -0.85 5.77
61 O 1.05 -0.57 6.44
62 H 5.96 -3.89 7.51
63 H 3.68 -3.82 8.84
64 H 1.87 -2.37 7.69
65 H 6.36 -2.38 5.62
66 H 4.50 0.05 1.87
67 H 2.21 0.86 0.74
68 H 0.34 1.32 2.12
69 H 0.28 0.58 4.51
70 C -1.81 -2.95 3.23
71 C -1.80 -1.62 3.68
72 C -2.46 -1.32 4.86
73 C -3.02 -2.35 5.66
74 C -2.94 -3.69 5.28
75 C -2.28 -3.94 4.07
76 C -3.36 -4.78 6.20
77 O -3.14 -5.94 5.89
78 C -4.19 -4.35 7.37
79 C -4.82 -5.38 8.09
80 C -5.54 -5.07 9.25
81 C -5.72 -3.75 9.64
82 C -5.23 -2.67 8.83
83 C -4.41 -3.01 7.72
84 C -3.64 -1.96 6.98
85 O -3.39 -0.85 7.40
86 H -1.52 -3.18 2.17
87 H -1.36 -0.90 3.07
88 H -2.53 -0.29 5.20
89 H -2.35 -4.92 3.68
90 H -4.61 -6.36 7.78
91 H -5.91 -5.86 9.90
92 H -6.14 -3.56 10.65
93 H -5.42 -1.63 9.08
94 C -6.80 2.36 -1.08
95 C -5.92 2.29 -2.16
96 C -5.49 1.10 -2.75
97 C -5.91 -0.11 -2.16
98 C -6.69 -0.07 -1.00
99 C -7.21 1.14 -0.50
100 C -7.18 -1.39 -0.41
101 O -7.86 -1.40 0.60
102 C -7.05 -2.63 -1.25
103 C -7.77 -3.81 -0.90
104 C -7.60 -4.97 -1.62
105 C -6.71 -4.95 -2.69
106 C -5.96 -3.81 -3.02
107 C -6.20 -2.67 -2.29
108 C -5.39 -1.40 -2.61
109 O -4.28 -1.57 -3.12
110 H -7.03 3.30 -0.52
111 H -5.62 3.23 -2.58
112 H -4.85 1.14 -3.61
113 H -7.60 1.18 0.49
114 H -8.41 -3.87 -0.08
115 H -8.14 -5.84 -1.23
116 H -6.36 -5.83 -3.25
117 H -5.22 -3.79 -3.82
118 C -0.37 2.50 6.87
119 C -1.73 2.22 6.91
120 C -2.55 2.67 5.83
121 C -1.93 3.27 4.76
122 C -0.60 3.52 4.67
123 C 0.20 3.10 5.75
124 C 0.09 3.90 3.42
125 O 1.34 4.12 3.34
126 C -0.70 3.99 2.19
127 C -0.06 4.29 0.99
128 C -0.82 4.44 -0.16
129 C -2.19 4.34 -0.08
130 C -2.80 4.01 1.15
131 C -2.12 3.84 2.30
132 C -2.83 3.67 3.60
133 O -4.04 3.69 3.74
134 H 0.28 2.08 7.60
135 H -2.12 1.58 7.63
136 H -3.63 2.56 5.84
137 H 1.25 3.13 5.64
138 H 0.98 4.22 0.94
139 H -0.25 4.56 -1.06
140 H -2.78 4.41 -0.98
141 H -3.94 4.03 1.22
142 C 5.79 -0.51 -1.84
143 C 6.97 -0.06 -2.46
144 C 6.99 1.08 -3.26
145 C 5.84 1.73 -3.54
146 C 4.67 1.33 -2.95
147 C 4.61 0.16 -2.17
148 C 3.33 2.03 -3.30
149 O 2.33 1.50 -2.92
150 C 3.43 3.23 -4.22
151 C 2.29 3.79 -4.77
152 C 2.35 4.76 -5.73
153 C 3.53 5.46 -5.96
154 C 4.70 4.92 -5.42
155 C 4.67 3.77 -4.62
156 C 5.95 3.09 -4.20
157 O 7.04 3.60 -4.50
158 H 5.79 -1.19 -1.06
159 H 7.86 -0.62 -2.10
160 H 7.91 1.56 -3.58
161 H 3.73 -0.18 -1.69
162 H 1.33 3.36 -4.51
163 H 1.37 5.00 -6.17
164 H 3.52 6.34 -6.54
165 H 5.67 5.35 -5.66
166 C -6.00 0.92 5.40
167 C -6.48 -0.14 6.12
168 C -6.29 -1.45 5.57
169 C -5.85 -1.69 4.33
170 C -5.46 -0.60 3.62
171 C -5.52 0.69 4.08
172 C -4.92 -0.71 2.17
173 O -4.65 0.29 1.53
174 C -4.76 -2.16 1.67
175 C -3.97 -2.38 0.52
176 C -3.77 -3.68 0.13
177 C -4.34 -4.75 0.74
178 C -5.11 -4.53 1.88
179 C -5.24 -3.23 2.37
180 C -5.91 -3.06 3.74
181 O -6.51 -3.93 4.35
182 H -6.03 1.93 5.79
183 H -6.95 -0.06 7.17
184 H -6.65 -2.33 6.15
185 H -5.15 1.57 3.51
186 H -3.59 -1.51 0.03
187 H -3.17 -3.81 -0.80
188 H -4.28 -5.82 0.35
189 H -5.51 -5.32 2.49
190 C 6.69 4.01 -0.31
191 C 5.52 3.33 0.15
192 C 4.26 3.80 -0.25
193 C 4.21 4.87 -1.14
194 C 5.37 5.56 -1.60
195 C 6.62 5.12 -1.13
196 C 5.27 6.58 -2.71
197 O 6.29 7.01 -3.24
198 C 3.91 7.06 -3.09
199 C 3.77 8.13 -4.03
200 C 2.57 8.67 -4.36
201 C 1.49 8.14 -3.75
202 C 1.52 6.97 -2.95
203 C 2.77 6.41 -2.60
204 C 2.90 5.23 -1.70
205 O 1.88 4.62 -1.43
206 H 7.66 3.58 -0.06
207 H 5.72 2.54 0.88
208 H 3.30 3.34 -0.01
209 H 7.53 5.58 -1.49
210 H 4.64 8.37 -4.57
211 H 2.51 9.44 -5.11
212 H 0.54 8.68 -3.89
213 H 0.64 6.66 -2.44
214 C 0.78 -7.20 6.28
215 C 0.15 -6.60 5.24
216 C 0.91 -5.87 4.31
217 C 2.24 -5.64 4.53
218 C 2.83 -6.14 5.67
219 C 2.13 -6.86 6.60
220 C 4.28 -5.94 5.90
221 O 4.77 -6.27 6.94
222 C 5.15 -5.45 4.77
223 C 6.52 -5.65 4.69
224 C 7.24 -5.13 3.60
225 C 6.62 -4.35 2.64
226 C 5.25 -4.26 2.64
227 C 4.50 -4.78 3.74
228 C 3.02 -4.67 3.65
229 O 2.39 -3.91 2.97
230 H 0.33 -7.84 6.97
231 H -0.89 -6.67 5.17
232 H 0.42 -5.33 3.53
233 H 2.54 -7.18 7.54
234 H 6.97 -6.21 5.57
235 H 8.33 -5.24 3.58
236 H 7.15 -3.93 1.80
237 H 4.82 -3.67 1.82
238 C -0.67 3.18 -8.49
239 C 0.09 4.09 -9.15
240 C 1.52 4.08 -9.03
241 C 2.12 3.06 -8.36
242 C 1.27 2.06 -7.79
243 C -0.10 2.12 -7.82
244 C 1.86 1.06 -6.87
245 O 1.02 0.36 -6.29
246 C 3.29 0.91 -6.74
247 C 3.80 -0.30 -6.09
248 C 5.16 -0.55 -6.18
249 C 6.00 0.27 -6.96
250 C 5.55 1.50 -7.53
251 C 4.16 1.73 -7.41
252 C 3.59 2.98 -8.15
253 O 4.35 3.75 -8.71
254 H -1.71 3.39 -8.59
255 H -0.45 4.93 -9.60
256 H 2.03 4.92 -9.51
257 H -0.66 1.36 -7.37
258 H 3.23 -1.08 -5.56
259 H 5.59 -1.43 -5.81
260 H 7.02 -0.01 -7.18
261 H 6.27 2.22 -8.01

Computed properties:
Lowest unoccupied orbital energy, eV: -1.556


Record 2
Density functional theory data (ωB97M-V/def2-TZVPD) for a 13-piece molecular cluster, C51H124N4O19 overall in a non-equilibrium geometry.

Element x y z (Å)
1 C -19.20 -14.28 -0.55
2 C -18.28 -15.41 -0.84
3 O -17.92 -16.15 0.38
4 O -20.50 -14.90 -0.31
5 H -19.29 -13.61 -1.38
6 H -18.81 -13.68 0.28
7 H -17.33 -15.06 -1.27
8 H -18.80 -16.11 -1.45
9 H -17.54 -17.04 0.25
10 H -21.16 -14.22 -0.49
11 C -15.35 -18.61 0.21
12 C -14.62 -19.30 -0.91
13 O -14.78 -18.51 -2.14
14 O -16.65 -18.36 -0.11
15 H -14.79 -17.63 0.25
16 H -15.20 -19.16 1.14
17 H -15.07 -20.32 -1.03
18 H -13.56 -19.38 -0.67
19 H -15.66 -18.60 -2.47
20 H -17.17 -19.19 0.00
21 C -20.64 -15.48 2.79
22 C -21.16 -15.92 4.18
23 O -20.12 -16.09 5.15
24 O -19.86 -16.58 2.28
25 H -20.22 -14.49 2.73
26 H -21.50 -15.37 2.13
27 H -21.70 -16.84 4.02
28 H -21.86 -15.14 4.53
29 H -19.72 -16.97 5.11
30 H -19.32 -16.41 1.52
31 C -16.73 -12.43 -2.53
32 C -16.32 -12.94 -3.84
33 O -16.47 -14.37 -4.08
34 O -15.98 -12.91 -1.39
35 H -17.75 -12.75 -2.45
36 H -16.71 -11.30 -2.51
37 H -15.26 -12.62 -3.93
38 H -16.80 -12.41 -4.71
39 H -15.73 -14.94 -3.74
40 H -15.05 -12.76 -1.69
41 C -17.29 -18.10 -4.28
42 C -16.97 -17.37 -5.56
43 O -17.64 -16.12 -5.86
44 O -18.67 -18.60 -4.20
45 H -17.04 -17.52 -3.35
46 H -16.54 -18.93 -4.33
47 H -17.12 -18.01 -6.45
48 H -15.87 -17.20 -5.64
49 H -17.20 -15.37 -5.36
50 H -19.20 -17.94 -4.66
51 C -13.04 -15.30 -2.93
52 C -12.78 -15.05 -1.41
53 O -13.39 -13.95 -0.80
54 O -14.38 -15.77 -3.14
55 H -12.31 -16.10 -3.34
56 H -12.86 -14.37 -3.53
57 H -11.69 -15.11 -1.17
58 H -13.18 -15.97 -0.92
59 H -14.28 -14.10 -0.47
60 H -14.45 -16.51 -2.53
61 C -23.65 -12.86 -0.13
62 O -22.42 -12.73 -0.85
63 H -23.53 -13.69 0.52
64 H -23.77 -12.00 0.59
65 H -24.52 -12.86 -0.77
66 H -22.52 -11.97 -1.43
67 C -14.90 -14.43 2.07
68 O -15.32 -15.23 0.98
69 H -13.98 -14.84 2.50
70 H -14.78 -13.37 1.90
71 H -15.56 -14.46 2.93
72 H -16.28 -15.38 1.06
73 C -23.50 -16.77 -0.01
74 O -23.01 -16.99 1.31
75 H -22.69 -16.34 -0.64
76 H -23.84 -17.70 -0.53
77 H -24.32 -16.02 0.04
78 H -22.19 -17.46 1.19
79 C -20.32 -19.14 -7.59
80 C -21.38 -18.26 -6.86
81 C -22.17 -19.24 -5.93
82 C -23.00 -18.49 -4.90
83 C -22.10 -17.45 -4.14
84 C -21.54 -16.49 -5.12
85 N -20.77 -17.25 -6.10
86 O -20.08 -16.47 -6.99
87 C -22.63 -15.61 -5.67
88 C -20.57 -15.58 -4.34
89 C -22.37 -17.73 -7.90
90 H -19.50 -19.36 -6.93
91 H -19.93 -18.62 -8.42
92 H -20.83 -19.99 -8.04
93 H -22.80 -19.96 -6.46
94 H -21.50 -19.89 -5.45
95 H -23.39 -19.27 -4.20
96 H -23.86 -17.97 -5.43
97 H -21.31 -17.95 -3.61
98 H -22.63 -16.85 -3.43
99 H -23.38 -15.24 -4.92
100 H -22.11 -14.80 -6.14
101 H -23.20 -16.11 -6.48
102 H -20.32 -14.67 -4.94
103 H -20.96 -15.35 -3.32
104 H -19.61 -16.15 -4.23
105 H -22.43 -18.40 -8.81
106 H -22.01 -16.73 -8.29
107 H -23.39 -17.64 -7.60
108 H -19.23 -16.30 -6.58
109 C -16.80 -17.16 4.43
110 C -17.16 -18.47 5.07
111 C -17.23 -18.26 6.63
112 C -17.78 -19.48 7.37
113 C -19.15 -19.89 6.78
114 C -19.22 -19.96 5.29
115 N -18.55 -18.79 4.66
116 O -18.58 -18.88 3.24
117 C -18.66 -21.34 4.82
118 C -20.68 -19.78 4.85
119 C -16.10 -19.50 4.76
120 H -17.60 -16.41 4.49
121 H -16.62 -17.42 3.43
122 H -15.88 -16.72 4.87
123 H -16.19 -18.03 6.92
124 H -17.83 -17.40 6.87
125 H -17.76 -19.25 8.46
126 H -17.11 -20.30 7.10
127 H -19.96 -19.22 7.17
128 H -19.53 -20.88 7.09
129 H -19.59 -21.91 4.63
130 H -18.21 -21.29 3.79
131 H -18.01 -21.99 5.41
132 H -21.27 -20.65 5.31
133 H -21.19 -18.84 5.17
134 H -20.76 -20.03 3.81
135 H -16.18 -20.45 5.36
136 H -15.04 -19.28 4.94
137 H -16.13 -19.74 3.71
138 H -18.87 -17.98 2.98
139 C -20.10 -19.86 -1.39
140 C -20.55 -20.68 -0.22
141 C -21.29 -21.95 -0.69
142 C -20.38 -22.91 -1.33
143 C -19.41 -23.37 -0.22
144 C -18.49 -22.20 0.22
145 N -19.38 -21.10 0.64
146 O -18.58 -20.00 0.91
147 C -17.82 -22.65 1.53
148 C -17.43 -21.84 -0.83
149 C -21.45 -19.86 0.69
150 H -19.57 -20.42 -2.11
151 H -19.56 -18.95 -1.13
152 H -21.01 -19.60 -1.92
153 H -21.89 -22.34 0.13
154 H -22.00 -21.59 -1.43
155 H -19.78 -22.58 -2.15
156 H -20.88 -23.78 -1.59
157 H -18.83 -24.23 -0.47
158 H -20.01 -23.61 0.67
159 H -17.33 -21.87 2.11
160 H -18.53 -23.21 2.12
161 H -16.94 -23.33 1.37
162 H -16.86 -21.01 -0.49
163 H -16.71 -22.68 -0.95
164 H -17.98 -21.67 -1.72
165 H -22.38 -19.55 0.29
166 H -20.94 -19.04 1.12
167 H -21.60 -20.59 1.49
168 H -18.61 -19.81 1.89
169 C -17.59 -12.40 3.45
170 C -18.71 -11.31 3.70
171 C -18.71 -10.46 2.47
172 C -20.06 -9.69 2.26
173 C -21.24 -10.65 2.41
174 C -21.22 -11.51 3.68
175 N -19.94 -12.18 3.76
176 O -20.04 -12.86 5.03
177 C -21.55 -10.62 4.92
178 C -22.40 -12.54 3.50
179 C -18.29 -10.37 4.87
180 H -17.39 -12.86 4.42
181 H -16.62 -12.02 3.08
182 H -17.98 -13.18 2.73
183 H -17.86 -9.86 2.52
184 H -18.56 -11.21 1.69
185 H -20.26 -9.23 1.29
186 H -20.11 -8.92 3.03
187 H -21.27 -11.43 1.61
188 H -22.21 -10.07 2.32
189 H -22.61 -10.57 4.86
190 H -21.35 -11.21 5.83
191 H -21.06 -9.63 4.83
192 H -23.37 -12.16 3.13
193 H -22.00 -13.26 2.86
194 H -22.51 -12.89 4.52
195 H -18.38 -10.86 5.85
196 H -18.94 -9.47 4.97
197 H -17.31 -9.99 4.69
198 H -19.69 -13.77 4.90

Computed properties:
Lowest unoccupied orbital energy, eV: 0.342


E: -7021.3021; -3665.8222 (Ha)
Gap between HOMO and LUMO: 7.04; 8.36 (eV)